Record 1
Here is a single C6H12N2O3 molecule from OMol25. Energies are from ωB97M-V/def2-TZVPD.

Output
SMILES string = C[C@H](N)C(=O)N[C@@H](C)C(=O)O
HOMO = -9.392 eV

Geometry (Å):
C1 1.97307 0.49521 -0.42888
C2 0.67136 -0.40311 -0.46146
C3 3.17375 -0.30750 -0.01239
C4 -1.75375 -0.49229 -0.21883
C5 -2.96836 0.40993 -0.27771
C6 -1.93556 -1.65542 0.73289
H1 1.89816 1.50599 1.34615
H2 2.37939 2.40476 0.06267
H3 2.11073 0.86138 -1.45104
H4 4.09461 0.33614 -0.00728
H5 3.31430 -1.11032 -0.76778
H6 3.05548 -0.77649 0.99219
H7 -0.32161 1.09805 0.37243
H8 -1.72610 -0.96683 -1.18297
H9 -1.94873 -1.33510 1.78302
H10 -1.09971 -2.35358 0.61947
H11 -2.84138 -2.20631 0.51548
H12 -3.40333 2.27566 -0.25822
N1 1.71604 1.69800 0.35907
N2 -0.47111 0.23863 -0.13770
O1 0.76958 -1.53203 -0.90402
O2 -4.11058 0.05763 -0.31225
O3 -2.57626 1.75760 -0.36283

Atomic partial charges in e from the natural (NBO) method, atoms 1 to 5: number 1, C, carries -0.135; number 2, C, carries 0.672; number 3, C, carries -0.626; number 4, C, carries -0.168; number 5, C, carries 0.800


Record 2
Here is a gas-phase ion, CHO4PS (charge -2) from OMol25. Energies are from ωB97M-V/def2-TZVPD.

Output
Total charge = -2
HOMO = 0.212 eV

Geometry (Å):
C1 -0.18421 0.26169 -0.27416
O1 2.38468 1.27971 -0.32205
O2 1.01689 1.02621 -2.46976
O3 0.22977 2.75780 -0.69771
O4 -2.71376 -0.46153 -0.69903
P1 1.03376 1.51639 -1.03666
S1 -1.39194 0.02545 -1.34390
H1 -0.64750 0.35461 0.80644

Atomic partial charges in e from the natural (NBO) method, atoms 1 to 5: number 1, C, carries -0.848; number 2, O, carries -1.244; number 3, O, carries -1.244; number 4, O, carries -1.212; number 5, O, carries -1.057


Record 3
Here is a molecular structure, C30H30N9O6SW from OMol25. Energies are from ωB97M-V/def2-TZVPD.

Output
2S+1 = 3
Total charge = +1
HOMO (spin up / spin down) = -9.673 / -10.709 eV
⟨S²⟩ = 2.013

Geometry (Å):
W1 0.28873 0.63378 -0.19520
C1 -1.24090 1.54876 3.96571
O1 -0.69520 0.28442 4.34130
C2 -1.06398 -0.80690 3.60911
C3 -1.54674 -1.91662 4.27772
C4 -1.89116 -3.08840 3.60203
C5 -1.73733 -3.15245 2.23625
C6 -1.22072 -2.05155 1.53586
C7 -1.02305 -2.19131 0.10800
N1 -0.48194 -1.31297 -0.67894
N2 -0.43645 -1.66968 -2.03709
C8 0.01454 -0.66258 -2.73624
O2 0.31122 0.50083 -2.23192
C9 0.24069 -0.83846 -4.19188
C10 0.15425 -2.10250 -4.77189
C11 0.37823 -2.25384 -6.12954
C12 0.68632 -1.14652 -6.90945
C13 0.77265 0.11193 -6.33296
C14 0.55368 0.26800 -4.97301
C15 -0.88500 -0.86385 2.21093
O3 -0.37699 0.20034 1.58910
H1 -1.17205 2.17714 4.85056
H2 -2.29170 1.44328 3.68459
H3 -0.68102 1.99058 3.13872
H4 -1.65897 -1.84430 5.35110
H5 -2.27788 -3.93431 4.15147
H6 -1.98896 -4.05385 1.69317
H7 -1.35841 -3.11605 -0.35658
H8 -0.08903 -2.95650 -4.15651
H9 0.31438 -3.23422 -6.58114
H10 0.86244 -1.26778 -7.96988
H11 1.01833 0.97093 -6.94143
H12 0.64138 1.24077 -4.51029
N3 2.26804 1.66903 2.19113
N4 3.34697 1.42350 1.35107
C16 3.25145 1.33730 -0.02427
O4 4.25292 1.13027 -0.67325
O5 2.05613 1.51918 -0.56014
H13 2.45026 2.47840 2.77325
H14 2.07431 0.86670 2.78406
H15 4.28310 1.32790 1.71808
N5 -3.95335 1.11329 -1.08066
C17 -2.91937 0.28392 -0.94622
N6 -1.86058 1.00395 -0.59122
C18 -2.33343 2.27807 -0.54042
N7 -3.60556 2.39476 -0.82693
C19 -1.37860 3.32360 -0.19187
C20 -1.70277 4.66512 -0.12387
N8 -0.77940 5.57429 0.16831
C21 0.45325 5.13010 0.37330
C22 0.80394 3.78184 0.30965
N9 -0.12281 2.85463 0.03488
H16 -4.90039 0.88889 -1.34357
H17 -2.95609 -0.77740 -1.11327
H18 -2.71533 4.99294 -0.31400
H19 1.21968 5.86023 0.59824
H20 1.81443 3.44607 0.45137
C23 -0.12785 -7.05755 1.67022
C24 0.54526 -5.72070 1.56687
C25 0.95882 -5.04288 2.70596
C26 1.59370 -3.81155 2.61126
C27 1.83711 -3.27410 1.35938
C28 1.43020 -3.93039 0.19986
C29 0.77952 -5.14061 0.31499
S1 2.62435 -1.70153 1.29492
C30 4.13729 -2.10749 0.44935
O6 1.87959 -0.87088 0.26337
H21 -0.42697 -7.26821 2.69492
H22 0.54624 -7.85279 1.34952
H23 -1.01234 -7.10595 1.03516
H24 0.77237 -5.47263 3.68102
H25 1.88862 -3.27802 3.50531
H26 1.58701 -3.47858 -0.77271
H27 0.44835 -5.65239 -0.57976
H28 3.92179 -2.74370 -0.40785
H29 4.79030 -2.61713 1.15628
H30 4.56767 -1.16135 0.12159

Atomic partial charges in e from the Mulliken method, atoms 1 to 5: number 1, W, carries 3.001; number 2, C, carries -0.660; number 3, O, carries -0.519; number 4, C, carries 0.306; number 5, C, carries -0.607


Record 4
Here is a single C3H4FN3 molecule from OMol25. Energies are from ωB97M-V/def2-TZVPD.

Output
SMILES string = Cc1nn[nH]c1F
HOMO = -9.444 eV

Geometry (Å):
C1 1.67069 0.07017 -0.02967
C2 0.24775 -0.19164 0.01277
C3 -0.85631 0.63709 0.03131
H1 2.29907 -0.50029 -0.70553
H2 1.88232 1.17118 -0.30630
H3 2.10238 0.02676 0.95660
H4 -2.87019 -0.03642 0.07624
N1 -0.18210 -1.47448 0.03300
N2 -1.43092 -1.48119 0.00210
N3 -1.88230 -0.19737 -0.07870
F1 -0.98039 1.97618 0.00817

Atomic partial charges in e from the natural (NBO) method, atoms 1 to 5: number 1, C, carries -0.638; number 2, C, carries -0.030; number 3, C, carries 0.497; number 4, H, carries 0.239; number 5, H, carries 0.218


Record 5
Here is a single C6H10O molecule from OMol25. Energies are from ωB97M-V/def2-TZVPD.

Output
SMILES string = CC[C@@]1(C)C=CO1
HOMO = -8.739 eV

Geometry (Å):
C1 0.14783 1.71712 -0.52261
C2 -0.12161 1.54876 -1.82509
C3 -0.38906 -0.06209 -0.41820
C4 -1.75775 -0.24814 0.34445
C5 1.29783 -0.82892 1.32889
C6 0.69203 -1.04416 -0.07328
O1 -0.46739 0.19916 -1.90836
H1 0.38187 2.51416 0.17316
H2 -0.15921 1.97986 -2.86588
H3 -1.58849 0.23222 1.43051
H4 -1.94401 -1.28051 0.28690
H5 -2.44330 0.24468 -0.17517
H6 2.04481 -0.05015 1.39587
H7 1.76886 -1.63731 1.77133
H8 0.58315 -0.46958 1.89553
H9 0.44613 -2.04849 -0.02784
H10 1.50831 -0.76661 -0.81022

Atomic partial charges in e from the natural (NBO) method, atoms 1 to 5: number 1, C, carries -0.350; number 2, C, carries 0.100; number 3, C, carries 0.368; number 4, C, carries -0.634; number 5, C, carries -0.583


Record 6
Here is a single C3H8ClN molecule from OMol25. Energies are from ωB97M-V/def2-TZVPD.

Output
SMILES string = C[C@H](N)CCl
HOMO = -9.455 eV

Geometry (Å):
C1 -1.01916 1.47430 0.06251
C2 -0.82717 -0.01546 -0.31962
C3 0.28994 -0.44155 0.72288
H1 -0.11435 1.87087 -0.10239
H2 -1.90193 1.93662 -0.33141
H3 -1.18148 1.52451 1.13279
H4 -0.50879 -0.14071 -1.28882
H5 -1.96265 -1.35489 0.69785
H6 -2.17124 -1.50278 -0.83605
H7 0.41799 0.10436 1.64004
H8 0.42098 -1.55561 0.90713
N1 -2.07347 -0.83406 -0.16311
Cl1 1.81494 -0.06751 -0.20424

Atomic partial charges in e from the natural (NBO) method, atoms 1 to 5: number 1, C, carries -0.608; number 2, C, carries -0.051; number 3, C, carries -0.361; number 4, H, carries 0.211; number 5, H, carries 0.222


Record 7
Here is 3 unconnected molecules or ions with the total composition C7H17NO6S from OMol25. Energies are from ωB97M-V/def2-TZVPD.

Output
HOMO = -7.597 eV

Geometry (Å):
C1 0.76840 1.98329 -3.56597
C2 3.31789 1.37747 0.37514
C3 -2.39233 -2.81057 2.69220
C4 0.91896 1.63605 -2.08450
C5 1.77666 1.01821 0.76528
C6 -1.71302 -2.69007 1.33098
C7 0.83742 -0.53507 -0.95926
N1 -0.52290 -3.45907 1.35918
O1 -2.37779 0.30739 -0.96635
O2 -1.01198 1.75417 0.28490
O3 -2.81694 0.46725 1.43058
O4 -2.00996 -1.95601 0.37744
O5 0.99241 0.18962 -2.01140
O6 1.24202 -0.27727 0.24264
S1 -1.52716 0.40273 0.43017
H1 0.10664 1.34811 -4.22242
H2 0.46956 3.01337 -3.67352
H3 1.74333 1.72427 -3.94678
H4 4.10096 0.94021 0.88946
H5 3.50862 1.02008 -0.66307
H6 3.48665 2.47077 0.36628
H7 -3.44495 -3.01965 2.48355
H8 -2.58287 -1.96276 3.34196
H9 -1.96827 -3.51793 3.41942
H10 0.12800 1.94523 -1.43110
H11 1.86831 2.01718 -1.56349
H12 1.05044 1.78204 0.56397
H13 1.77488 0.72060 1.89554
H14 -0.01779 -3.40621 0.54837
H15 -3.16764 1.39364 1.46031
H16 -0.10823 -3.32722 2.25338
H17 -2.42928 -0.54985 -1.42289

Atomic partial charges in e from the natural (NBO) method, atoms 1 to 5: number 1, C, carries -0.635; number 2, C, carries -0.649; number 3, C, carries -0.759; number 4, C, carries -0.113; number 5, C, carries -0.135


Record 8
Here is a gas-phase ion, C9H12NSe (charge +1) from OMol25. Energies are from ωB97M-V/def2-TZVPD.

Output
SMILES string = C=C[C@@H]([NH3+])[Se]c1ccccc1
Total charge = +1
HOMO = -11.903 eV

Geometry (Å):
C1 -2.71829 2.40003 -1.60925
C2 -2.15345 2.95492 -0.47146
C3 -2.76230 1.02112 -1.77107
C4 -1.61471 2.13867 0.50677
C5 -2.24264 0.19566 -0.79194
C6 -1.66174 0.76001 0.33682
C7 2.38425 0.39275 0.28720
C8 2.03765 -0.66408 1.02186
C9 0.87084 -1.47191 0.74920
N1 0.83253 -2.79285 1.41479
Se1 -1.05621 -0.34812 1.75367
H1 -3.13437 3.04124 -2.37072
H2 -2.13590 4.02678 -0.34137
H3 -3.21641 0.59168 -2.65175
H4 -1.18053 2.56603 1.39979
H5 -2.29397 -0.87925 -0.89516
H6 3.23119 1.00197 0.54245
H7 1.82205 0.68391 -0.58401
H8 2.59710 -0.89664 1.91869
H9 0.54475 -1.52303 -0.28306
H10 1.20929 -2.69927 2.36909
H11 1.39121 -3.49313 0.90367
H12 -0.14179 -3.11982 1.48093

Atomic partial charges in e from the natural (NBO) method, atoms 1 to 5: number 1, C, carries -0.166; number 2, C, carries -0.198; number 3, C, carries -0.198; number 4, C, carries -0.207; number 5, C, carries -0.216


Record 9
Here is a single C5H7NO molecule from OMol25. Energies are from ωB97M-V/def2-TZVPD.

Output
SMILES string = OCC#C[C@H]1CN1
HOMO = -9.424 eV

Geometry (Å):
O1 -2.22457 -2.05559 1.16162
C1 -2.35647 -1.24540 0.01037
C2 -1.11278 -0.54694 -0.27455
C3 -0.06594 0.04868 -0.17712
C4 1.35089 0.29272 -0.16620
C5 2.00482 1.48985 -0.74204
N1 2.05687 1.24518 0.69288
H1 -1.45607 -1.71527 1.63804
H2 -2.66812 -1.88194 -0.82332
H3 -3.10805 -0.45125 0.14366
H4 1.85056 -0.66629 -0.25324
H5 1.38723 2.30469 -1.11342
H6 2.93171 1.32618 -1.28342
H7 1.40991 1.85537 1.18675

Atomic partial charges in e from the natural (NBO) method, atoms 1 to 5: number 1, O, carries -0.698; number 2, C, carries -0.138; number 3, C, carries -0.023; number 4, C, carries -0.038; number 5, C, carries -0.164


Record 10
Here is a single C12H14NP molecule from OMol25. Energies are from ωB97M-V/def2-TZVPD.

Output
SMILES string = Cc1cccnc1C1=PCC=C[C@H]1C
HOMO = -8.130 eV

Geometry (Å):
C1 3.74427 -0.57982 0.32903
C2 3.27257 0.71160 0.30026
C3 2.79456 -1.56508 0.23855
C4 1.98110 1.09629 -0.00630
C5 1.07402 -0.00937 -0.03010
C6 -3.33424 0.15504 0.81869
C7 -2.59350 -0.95330 1.01927
C8 -0.40239 0.07377 -0.03043
C9 -3.00547 1.08442 -0.22227
C10 -1.38263 -1.34172 0.25436
C11 1.77356 2.53263 -0.14647
C12 -1.65699 -1.80921 -1.10591
N1 1.55549 -1.30105 0.04992
P1 -1.16403 1.55448 -0.09716
H1 4.76784 -0.94919 0.65344
H2 3.99732 1.64284 0.17270
H3 3.03661 -2.68280 0.10991
H4 -3.93107 0.43896 1.56071
H5 -2.79900 -1.63443 1.84123
H6 -3.10439 0.73110 -1.16656
H7 -3.62566 1.95725 -0.13824
H8 -0.79214 -2.09670 0.68921
H9 1.73679 3.12253 0.78763
H10 2.57460 3.03844 -0.74877
H11 0.77383 2.79112 -0.55302
H12 -0.75423 -2.00758 -1.67633
H13 -2.29107 -1.21756 -1.81139
H14 -2.24572 -2.78267 -1.09195

Atomic partial charges in e from the natural (NBO) method, atoms 1 to 5: number 1, C, carries -0.268; number 2, C, carries -0.153; number 3, C, carries 0.046; number 4, C, carries -0.048; number 5, C, carries 0.136


Record 11
Here is a molecular structure, C34H46N6STi from OMol25. Energies are from ωB97M-V/def2-TZVPD.

Output
Total charge = +2
HOMO = -13.423 eV

Geometry (Å):
Ti1 -0.59264 0.13798 -0.04919
C1 0.41869 -2.12251 3.77835
C2 -0.09521 -1.62962 2.46902
N1 0.43366 -0.66648 1.80148
N2 1.57384 -0.07952 2.27751
C3 2.14991 0.90369 1.55105
N3 3.28135 1.41641 2.00509
S1 1.45482 1.45546 0.10781
C4 -1.28385 -2.23501 1.81952
C5 -1.91141 -3.35850 2.31469
C6 -2.99628 -3.88844 1.61885
C7 -3.40952 -3.27068 0.45825
C8 -2.72876 -2.14078 0.02501
N4 -1.69153 -1.62544 0.68302
H1 0.77298 -1.29902 4.39980
H2 1.23554 -2.83543 3.63178
H3 -0.36146 -2.62456 4.34146
H4 2.05390 -0.49961 3.06040
H5 3.71273 1.13249 2.87123
H6 3.72680 2.15456 1.48215
H7 -1.56437 -3.83235 3.21997
H8 -3.50054 -4.77124 1.98776
H9 -4.24455 -3.64624 -0.11555
H10 -3.03136 -1.62686 -0.87704
C9 0.24927 -3.58833 -1.36897
C10 1.11918 -2.33916 -1.22567
C11 2.46338 -2.65661 -0.57394
C12 1.25250 -1.61938 -2.55189
C13 2.08038 -2.16199 -3.52491
C14 2.18483 -1.57668 -4.77574
C15 1.47539 -0.42620 -5.06059
C16 0.64029 0.16695 -4.11731
C17 -0.06183 1.46379 -4.46801
C18 -1.09658 1.25683 -5.57540
C19 0.95881 2.53462 -4.86297
C20 0.51996 -0.46568 -2.87424
N5 -0.36774 0.06676 -1.89037
C21 -1.72088 0.24973 -2.09590
C22 -2.41635 1.04505 -1.21538
N6 -1.73676 1.59683 -0.14586
C23 -2.04308 2.87920 0.42490
C24 -1.54681 4.00338 -0.25310
C25 -1.81549 5.25909 0.27884
C26 -2.54623 5.39773 1.44432
C27 -3.03269 4.27501 2.08709
C28 -2.80288 2.99232 1.59810
C29 -3.39900 1.83786 2.38688
C30 -2.32693 1.08135 3.16963
C31 -4.28613 0.88683 1.58296
C32 -0.79785 3.89461 -1.56589
C33 0.42840 4.80692 -1.62408
C34 -1.75274 4.19476 -2.72518
H11 0.09301 -4.07764 -0.40360
H12 0.73148 -4.30666 -2.03298
H13 -0.72261 -3.34636 -1.80393
H14 0.60876 -1.67858 -0.51136
H15 3.02831 -3.38212 -1.15839
H16 2.31242 -3.09561 0.41612
H17 3.07730 -1.75930 -0.47621
H18 2.64395 -3.06134 -3.31237
H19 2.82861 -2.01632 -5.52552
H20 1.57758 0.03212 -6.03558
H21 -0.58557 1.82674 -3.58302
H22 -0.62004 0.92739 -6.49988
H23 -1.61954 2.19042 -5.78658
H24 -1.83890 0.50441 -5.30167
H25 1.50301 2.24984 -5.76376
H26 1.68999 2.69932 -4.06959
H27 0.45740 3.47992 -5.07331
H28 -2.24040 -0.32250 -2.85876
H29 -3.49552 1.13162 -1.28924
H30 -1.45083 6.14056 -0.23129
H31 -2.74937 6.38123 1.84618
H32 -3.62339 4.38976 2.98775
H33 -4.05046 2.30804 3.12634
H34 -1.59556 0.64782 2.48347
H35 -2.76634 0.27273 3.75868
H36 -1.79049 1.74940 3.84460
H37 -3.70124 0.22481 0.94449
H38 -4.98950 1.43703 0.95674
H39 -4.86742 0.26048 2.26139
H40 -0.43672 2.86765 -1.67147
H41 0.15339 5.86144 -1.64813
H42 0.99696 4.60473 -2.53267
H43 1.08463 4.64923 -0.76653
H44 -2.15645 5.20375 -2.62648
H45 -2.59724 3.50260 -2.74860
H46 -1.23366 4.13535 -3.68228

Atomic partial charges in e from the Mulliken method, atoms 1 to 5: number 1, Ti, carries -1.417; number 2, C, carries -2.050; number 3, C, carries 1.037; number 4, N, carries 1.294; number 5, N, carries -1.004


Record 12
Here is 2 unconnected molecules or ions with the total composition C10H16O from OMol25. Energies are from ωB97M-V/def2-TZVPD.

Output
SMILES string = Cc1ccc(O)cc1.CCC
HOMO = -8.373 eV

Geometry (Å):
C1 0.16427 -1.72808 -1.01741
C2 1.44815 -1.23256 -1.76915
C3 -0.61544 -2.59537 -2.00909
H1 0.56290 -2.33948 -0.22061
H2 -0.32381 -0.83722 -0.64128
H3 2.32159 -1.84817 -1.55356
H4 -0.75945 -2.07675 -2.95807
H5 -0.12708 -3.55959 -2.14108
H6 1.61338 -0.18165 -1.53766
H7 1.35654 -1.25306 -2.86178
H8 -1.64131 -2.79647 -1.66357
C4 -1.95662 2.76220 0.14071
C5 1.38833 1.06697 0.75011
C6 1.08165 0.25094 1.81469
C7 0.39887 1.86777 0.17664
C8 -0.90018 1.80874 0.63797
C9 -0.23387 0.14854 2.27687
C10 -1.20480 0.92302 1.67690
O1 2.10328 -0.36444 2.48539
H9 2.40974 0.99001 0.41146
H10 0.73302 2.57458 -0.57897
H11 -0.51399 -0.45324 3.13269
H12 1.75681 -0.85005 3.24848
H13 -2.31301 3.39801 0.95773
H14 -2.85463 2.18840 0.00348
H15 -2.24377 0.87004 1.99643
H16 -1.65055 3.26690 -0.75731

Atomic partial charges in e from the natural (NBO) method, atoms 1 to 5: number 1, C, carries -0.408; number 2, C, carries -0.610; number 3, C, carries -0.604; number 4, H, carries 0.199; number 5, H, carries 0.211